{"formula": "C41H43AsN5O5RhS2", "method": "ωB97M-V/def2-TZVPD", "total_charge": 0, "s_squared": 6.05, "mol_weight_g_mol": 927.79, "multiplicity": 5, "e_above_lowest_ev": 0.1318, "orbital_gap_ev": [8.51, 6.15], "e_tot_ha": -5380.79782, "symbols": ["H", "C", "Rh", "O", "C", "C", "H", "S", "C", "C", "C", "O", "H", "H", "C", "H", "N", "C", "C", "C", "H", "H", "H", "H", "H", "C", "C", "C", "C", "H", "H", "H", "H", "H", "C", "C", "C", "H", "C", "H", "N", "C", "H", "C", "C", "H", "O", "C", "H", "C", "H", "N", "C", "H", "H", "C", "H", "C", "C", "H", "H", "C", "C", "H", "H", "C", "C", "N", "C", "H", "H", "H", "N", "H", "H", "C", "C", "S", "H", "H", "C", "H", "C", "C", "O", "O", "C", "As", "C", "C", "H", "H", "C", "H", "H", "H", "H", "H"], "positions_angstrom": [[-2.74538, 1.21473, -4.57867], [-3.19631, -2.33367, 2.15713], [0.09468, 0.43784, 0.06124], [-0.83352, -1.72027, 3.01159], [3.42891, 4.54260, 1.78478], [-2.72201, 2.10009, -1.04536], [4.02508, 2.15460, 2.23946], [0.88700, -1.03048, -2.20061], [2.52901, -0.77675, 4.28451], [-5.41203, -3.24376, 2.15882], [-2.74143, -3.43016, 1.43774], [1.33650, 0.37480, -2.03698], [1.75448, 4.37775, -2.03659], [1.06826, -0.94807, 2.72273], [-4.62566, 1.25475, 0.05322], [5.07010, 4.94595, 0.45897], [-5.86199, -5.33237, 1.03241], [5.69748, 2.52758, -2.84198], [2.77638, 4.69672, -1.80935], [4.40176, 1.29417, -1.18461], [1.29977, 7.21813, 4.83644], [6.49954, 2.74306, -4.82158], [-5.10237, 0.60459, -4.23091], [2.11393, -1.59471, 4.85459], [-0.39927, 0.97168, -3.80931], [-1.13923, 0.21767, -3.57662], [-4.96929, -4.34979, 1.43202], [-4.83946, -0.44420, -4.10021], [2.28756, 7.04906, 4.41137], [-6.70731, -5.40405, 1.57422], [6.12890, 0.54559, -2.18861], [-0.35711, 2.65659, 2.23339], [2.63410, 7.98698, 3.97546], [3.06065, 5.44066, -2.55190], [4.80194, 3.58489, -2.72764], [4.78357, 4.20966, 1.21266], [-3.02267, -1.69588, -2.89433], [4.09634, -0.36831, 5.69139], [1.03807, 4.30597, 2.08907], [4.93184, 4.46473, -3.34542], [1.85852, 0.96818, 1.18517], [3.41642, 5.55431, 2.73870], [-6.45452, -3.17365, 2.44015], [3.55816, 2.39913, -1.04050], [-3.62143, -4.42960, 1.07189], [-4.86790, -1.37637, 3.06434], [0.70525, -1.58497, -0.83091], [-2.45494, 0.34988, -3.99458], [3.20342, -0.32909, -0.41085], [-4.53060, -2.24075, 2.51393], [-0.53758, 3.61770, 0.76627], [-1.67052, -0.29824, 1.21634], [5.46929, 1.39799, -2.07780], [4.79400, -0.78512, -0.99061], [7.44570, 1.69016, -3.77013], [4.17694, 0.97257, 4.01392], [-3.26652, -5.28275, 0.50884], [2.25733, 5.95804, 3.38221], [-2.58030, 0.48690, 0.59338], [-1.08540, 4.25325, 2.31922], [-5.52723, -0.88140, -3.37822], [-0.77125, -0.88309, -2.82162], [2.45952, 0.66535, 2.33656], [-1.69629, -3.49761, 1.16936], [-2.20579, 2.72503, -1.76388], [3.73012, 3.53477, -1.85053], [1.94284, -0.42157, 3.08870], [-3.89603, 0.43633, 0.79159], [-0.30274, 3.67433, 1.82984], [0.15920, 5.59888, 3.54006], [4.84653, 3.23030, 0.73946], [7.50505, 3.44125, -3.55900], [-1.97076, 1.30400, -0.30281], [4.63070, 0.03902, 0.55691], [-1.41828, -2.68734, -1.86967], [-3.41471, -0.59603, -3.65269], [1.07960, 5.31344, 3.04642], [-2.05095, -1.07000, 2.59768], [5.52947, 4.25252, 2.00653], [-5.69697, 1.21175, 0.22064], [3.64026, -0.08462, 4.75280], [-5.00002, -0.94674, -5.05530], [-4.09771, 2.12514, -0.89548], [3.60216, 1.35043, 2.82592], [1.64879, -1.85954, -3.08345], [-2.69917, -0.16807, 3.50946], [2.22427, 3.91306, 1.43835], [1.97203, 2.49849, 0.08330], [4.23946, -0.01179, -0.46160], [-1.70876, -1.84943, -2.48623], [5.05163, 1.49265, 4.37861], [-5.45789, -6.22789, 0.81327], [6.85063, 2.60164, -3.79859], [-3.76045, -2.43297, -2.60349], [2.75553, 5.19295, -0.83531], [2.96732, 6.79683, 5.22574], [-4.72147, 2.77946, -1.48228], [4.35648, 6.02831, 2.99522]], "forces_ev_per_angstrom": [[-0.01, 0.03, -0.03], [0.09, 0.01, -0.05], [0.08, -0.01, -0.23], [-0.10, -0.06, -0.04], [0.06, 0.04, 0.00], [-0.17, 0.00, 0.00], [-0.06, -0.15, 0.12], [-0.13, 0.03, 0.19], [-0.11, 0.01, -0.14], [0.04, -0.01, -0.01], [0.00, -0.02, -0.05], [-0.19, -0.17, -0.07], [0.01, 0.00, 0.02], [0.09, 0.06, 0.02], [-0.05, 0.13, -0.13], [0.02, -0.02, -0.06], [-0.07, -0.07, -0.06], [-0.07, 0.05, 0.02], [-0.08, 0.12, 0.00], [0.04, 0.06, -0.09], [-0.01, 0.00, 0.01], [-0.01, 0.01, -0.02], [-0.01, 0.04, -0.01], [-0.03, -0.05, 0.03], [0.00, 0.02, -0.02], [0.00, 0.02, -0.07], [0.04, 0.03, 0.03], [-0.04, 0.02, 0.00], [-0.01, 0.05, 0.04], [0.01, -0.01, 0.00], [0.01, -0.03, 0.00], [0.02, 0.04, -0.05], [0.01, 0.02, -0.01], [-0.02, 0.01, 0.00], [-0.01, -0.08, 0.06], [0.09, -0.10, -0.11], [0.00, 0.00, 0.01], [0.02, 0.00, 0.02], [0.03, 0.02, -0.02], [0.01, 0.06, -0.04], [0.01, 0.06, -0.44], [-0.06, -0.03, 0.04], [-0.05, 0.01, 0.02], [0.02, -0.04, -0.07], [0.01, 0.05, 0.01], [-0.02, 0.07, 0.05], [0.12, -0.03, 0.14], [0.07, 0.03, 0.01], [-0.08, -0.02, 0.01], [-0.02, 0.06, 0.01], [0.00, 0.00, 0.01], [0.03, 0.12, 0.11], [-0.08, 0.00, 0.04], [0.00, -0.02, 0.03], [0.00, 0.00, 0.00], [0.00, 0.04, -0.06], [0.01, -0.05, -0.03], [0.05, -0.03, -0.06], [0.15, -0.13, -0.04], [0.00, -0.03, -0.02], [-0.02, -0.02, 0.03], [0.01, -0.06, 0.04], [-0.02, -0.04, 0.05], [0.07, 0.00, -0.01], [0.01, 0.02, -0.01], [0.08, -0.06, 0.01], [-0.04, -0.10, 0.08], [-0.11, 0.00, 0.07], [-0.12, -0.17, -0.02], [-0.04, 0.01, 0.03], [-0.02, 0.17, 0.07], [0.00, 0.01, 0.00], [0.10, 0.05, -0.06], [-0.01, 0.01, 0.04], [0.03, -0.06, 0.03], [0.02, -0.03, 0.02], [0.04, -0.02, -0.05], [0.01, -0.09, 0.07], [0.03, 0.03, 0.01], [-0.02, 0.01, 0.00], [0.04, 0.00, 0.06], [-0.01, -0.02, -0.03], [0.10, -0.05, 0.03], [0.14, 0.08, -0.03], [0.11, 0.14, -0.02], [-0.04, -0.03, 0.04], [-0.05, -0.01, 0.03], [-0.15, -0.01, 0.42], [0.05, -0.04, 0.09], [-0.04, 0.08, 0.08], [0.04, 0.03, 0.01], [-0.01, 0.00, 0.01], [0.08, 0.00, -0.05], [-0.02, -0.03, 0.01], [0.01, -0.03, -0.02], [0.02, 0.00, 0.02], [-0.04, 0.02, -0.03], [0.06, 0.03, 0.02]]}